# 1
{
  "formula": "C14H29IO5PS",
  "method": "ωB97M-V with the def2-TZVPD basis set",
  "elements": ["C", "H", "C", "H", "H", "H", "H", "H", "O", "H", "H", "C", "C", "O", "H", "H", "H", "H", "C", "O", "C", "H", "H", "H", "C", "H", "H", "C", "C", "H", "H", "C", "O", "C", "C", "H", "H", "H", "H", "O", "S", "C", "H", "H", "H", "H", "H", "I", "P", "C", "H"],
  "xyz": [[-2.97392, -1.66380, 2.64241], [2.61885, -3.44247, -6.87507], [-1.64906, -1.79564, -4.04054], [-3.86059, -1.36471, 4.56400], [1.25442, -2.41503, -6.37882], [4.90305, 2.69429, -2.74479], [-0.87013, -1.65317, 2.23186], [-1.38006, -0.77388, -4.29873], [-1.76652, 2.00576, 5.09340], [-1.02414, -2.49807, -4.59542], [-2.08508, -1.25364, 4.54839], [-2.94225, 3.72222, 6.25645], [-1.79686, -1.33135, 1.75215], [2.47764, 5.68560, 1.24738], [-1.90788, -1.83207, 0.79492], [-1.17578, -4.13008, -2.54505], [-3.79447, 3.05451, 6.16440], [-1.66407, -3.44283, -0.97388], [1.96260, -5.61249, -5.17846], [-1.13692, -1.12341, -1.81283], [-1.72897, 3.09215, 5.62314], [-3.04672, 0.07302, 3.90501], [1.29421, -6.42809, -4.91636], [2.56348, -5.33775, -4.30969], [-1.49004, -2.01094, -2.55806], [4.36126, 3.02487, 0.91218], [-1.73595, -0.25517, 1.58183], [-1.81243, -3.39476, -2.04958], [1.93866, -3.19665, -6.05827], [-2.68342, -1.98382, -4.33178], [-2.75021, 3.92628, 7.31093], [-2.99882, -1.01215, 4.00302], [-3.83956, -2.42382, 2.27953], [1.15854, -4.42457, -5.64855], [4.11129, 4.06255, 0.69347], [-3.16706, 4.67230, 5.76920], [0.32044, 3.29712, 5.14813], [-0.58504, 4.83167, 5.11158], [2.64402, -5.93809, -5.96590], [-0.04805, -4.45410, -5.70000], [5.53582, 3.71985, -2.16240], [2.80593, 4.54326, 1.32363], [2.53849, -2.83898, -5.21927], [-0.13594, 4.11167, 6.66384], [4.92227, 4.72720, 1.01672], [2.77443, 3.57391, -1.47564], [-2.84770, -3.64520, -2.28428], [1.61852, 3.04734, 2.19717], [3.90094, 4.28646, -1.07432], [-0.44577, 3.88818, 5.64243], [3.63856, 5.63649, -1.27948]],
  "largest_force_ev_per_a": 0.40,
  "total_charge": 1,
  "orbital_gap_ev": 6.348,
  "total_energy_ha": -1963.98146
}

=====

# 2
{
  "formula": "C28H54BrFN4O7Si2",
  "method": "ωB97M-V with the def2-TZVPD basis set",
  "elements": ["C", "H", "H", "C", "C", "O", "C", "H", "C", "H", "O", "H", "H", "C", "Si", "H", "H", "H", "H", "H", "H", "H", "H", "H", "H", "C", "H", "H", "C", "H", "O", "H", "C", "O", "H", "F", "H", "C", "N", "H", "C", "C", "H", "H", "C", "C", "H", "H", "C", "C", "H", "O", "H", "C", "H", "H", "C", "H", "H", "C", "C", "C", "C", "H", "H", "H", "H", "C", "H", "C", "C", "H", "H", "O", "Si", "H", "H", "N", "H", "O", "H", "H", "C", "H", "H", "H", "H", "H", "C", "Br", "H", "H", "N", "N", "H", "H", "C"],
  "xyz": [[0.29821, -1.74403, 4.02168], [1.01209, 2.16186, 5.89300], [3.86090, 3.73277, -7.20718], [-7.64204, -0.24960, -2.83768], [-3.74652, -1.67878, 2.90056], [-7.70704, -1.27613, -5.61764], [4.49138, 2.93665, -6.80594], [3.06454, 1.60625, 1.94001], [1.95329, -1.84106, 0.90014], [-6.21254, -2.10610, 2.38731], [-6.54236, -3.15011, -1.03624], [-9.33984, 0.72835, -8.42215], [-9.58204, 0.41933, -6.68695], [4.80105, 2.66152, -4.39459], [5.25823, 1.41121, 4.35365], [8.40962, 1.80702, 7.03277], [3.69837, -1.18685, 3.49052], [5.80961, 3.04960, -4.61299], [-4.51179, -0.89043, 3.00655], [1.21605, -1.77057, 0.09127], [-7.23609, -0.85975, 0.30097], [-5.79893, -3.32528, 1.16496], [2.55414, 2.90915, 3.00189], [2.69207, 1.05608, -4.91046], [-6.92042, 0.68552, -9.26517], [6.46752, 2.68511, 5.10572], [1.17786, 0.45861, 6.31414], [-0.30757, -2.59253, 3.69671], [4.26254, 0.25462, -1.21858], [4.61661, -2.19013, 1.69444], [-2.57166, -1.47293, 3.14496], [-7.34256, -2.78630, -2.86848], [-5.66816, -3.03115, 2.20696], [1.40468, -1.15107, 2.00476], [-5.60975, -0.66019, -0.36826], [7.99833, 1.35749, 3.77240], [-9.34181, -0.93699, -7.79591], [2.66604, 2.06174, -5.33169], [-4.25283, -2.85160, 2.48261], [-2.58772, -3.71613, 1.56480], [5.50738, -0.06745, -0.73518], [-6.98849, -2.40884, -1.89598], [9.32115, 0.83130, 5.89486], [6.35524, 3.58431, 4.48902], [-9.05693, 0.09433, -7.58568], [1.64841, -1.73534, 3.27098], [0.43736, -1.80737, 5.10394], [5.51943, 3.28967, -6.75822], [3.14408, -0.32053, -0.66820], [0.98204, 1.91917, 1.99607], [0.04636, 0.86226, 5.04744], [4.45610, 2.36081, -3.26651], [2.11326, 2.70649, -4.64745], [-3.35026, -3.97389, 2.30129], [2.11620, -2.91380, 1.06995], [6.60897, -1.18077, 0.68937], [1.00275, 1.15258, 5.47749], [-5.77109, 0.96736, -7.94317], [-2.85302, -4.20116, 3.24595], [-6.81950, 1.01658, -8.22984], [2.76613, -0.98408, 4.03197], [-7.08122, -0.55049, -6.37023], [8.33102, 1.25425, 6.09339], [-7.91900, -0.86522, -3.69667], [4.13141, 0.94555, -2.05359], [-6.06615, -3.81286, 2.85870], [-6.88932, 0.47890, -3.15056], [7.88452, 2.13662, 4.93706], [8.60260, 2.95749, 4.82952], [2.33181, 1.87142, 2.70228], [4.49061, -1.50170, 0.85991], [-5.98891, -0.42606, -6.28642], [-6.82137, 0.62469, -0.58885], [3.79261, 1.44154, 5.16543], [2.44419, 0.84375, 4.30971], [1.95885, -2.78942, 3.22781], [6.23983, 2.87916, 6.15451], [-7.10172, -1.07526, -1.77320], [5.16052, 1.52981, 2.89247], [0.86566, 1.54760, 0.86026], [6.40412, 0.35450, -1.17653], [5.85852, 0.08323, 4.62002], [-6.66780, -0.45022, -0.53607], [2.16551, 2.03968, -6.29663], [4.44338, 2.07231, -7.47140], [-0.25392, -0.85741, 3.70654], [2.86894, -1.46440, 5.01542], [-7.16145, 2.05022, -8.14952], [5.61809, -0.93572, 0.32225], [-0.63092, 2.63091, 2.86622], [7.64690, 0.40551, 6.18627], [2.15756, -0.07017, -1.04811], [-7.62128, 0.16990, -7.36768], [4.02234, 2.56221, -5.48657], [-3.90466, -4.84516, 1.96174], [-8.52643, 0.27979, -2.47287], [3.23806, -1.22180, 0.37439]],
  "largest_force_ev_per_a": 2.56,
  "total_charge": 0,
  "orbital_gap_ev": 9.111,
  "total_energy_ha": -5097.97463
}

=====

# 3
{
  "formula": "C27H45InNO6",
  "method": "ωB97M-V with the def2-TZVPD basis set",
  "elements": ["O", "H", "H", "C", "H", "H", "H", "H", "C", "H", "N", "H", "H", "C", "H", "H", "H", "H", "H", "C", "C", "C", "H", "H", "H", "H", "H", "H", "C", "C", "C", "H", "H", "O", "H", "C", "C", "C", "C", "C", "H", "H", "O", "H", "H", "C", "H", "C", "H", "H", "C", "C", "O", "H", "H", "H", "C", "H", "C", "C", "O", "C", "H", "H", "In", "C", "H", "H", "C", "H", "H", "O", "C", "H", "C", "C", "H", "H", "H", "H"],
  "xyz": [[3.85052, 2.81023, -8.44381], [3.38735, 2.30341, -11.07814], [-1.40696, -1.80832, 0.02843], [0.53602, -1.94674, -0.79137], [3.47228, -3.46615, 4.08005], [-3.85427, -1.38098, 1.56984], [-1.01799, -0.51190, 1.77485], [0.09607, 1.86132, -9.03565], [-4.69096, -1.68939, 0.94533], [2.76895, 0.05515, 0.15341], [-0.64929, 1.20413, -4.66156], [0.66278, -2.87567, -0.22730], [-2.48703, -0.11127, 8.25584], [-4.90595, 0.37015, -0.51876], [4.45003, -3.09624, 6.61508], [1.56971, 0.25394, -2.34053], [4.41169, -0.31407, 6.53433], [3.18921, 0.88140, -4.11557], [-2.13092, 2.45613, -0.47533], [2.60121, 2.02176, -10.38371], [1.09923, -0.29704, 1.54785], [2.12487, 0.97776, -4.27549], [5.12341, -2.19869, 5.25251], [-0.17344, 1.94824, -6.52114], [2.66469, 1.21793, 1.48309], [2.33596, -3.41515, 5.44367], [2.26127, 1.74972, -6.29541], [-4.29201, -2.13784, 0.04063], [2.08457, 0.61140, 0.79079], [-0.32460, -0.22420, 0.97977], [0.56478, 2.76358, -9.43327], [-3.31643, 2.37199, -1.74440], [-4.31862, 2.12779, 0.50901], [1.63887, 3.13651, -8.55509], [2.61469, 0.94131, -10.23466], [-1.34179, -1.94338, 7.78764], [-2.78767, 1.76289, -1.00744], [4.21419, -2.38098, 5.82893], [-0.32145, 0.16873, 8.09280], [1.20745, 0.62275, -3.29087], [-0.25358, 0.29249, 9.17622], [-0.11726, 1.12095, 7.61055], [0.68937, -0.77040, 7.68364], [0.33863, -2.25111, -1.82097], [1.05050, 0.06445, 2.57239], [1.61677, 1.45714, -5.48221], [-4.51821, -0.30142, -1.27995], [-3.81515, 1.28063, 0.02833], [0.65689, 1.84556, -11.42143], [1.31677, 3.47849, -11.32118], [2.82029, 2.68681, -9.03591], [3.64549, -1.05907, 6.33631], [0.80440, -2.97023, 7.27192], [1.55467, 1.30995, 0.14677], [-5.25554, -2.43492, 1.50343], [-1.53656, -2.32283, 8.79212], [-5.56470, -0.49084, 0.56583], [-1.86914, -2.55232, 7.05940], [2.75320, -0.61800, 5.19190], [1.21924, 2.53040, -10.78970], [2.29797, 0.47434, 5.01336], [3.10260, -2.86087, 4.90514], [-5.78819, 0.11566, 1.44355], [-1.84169, -0.20398, 6.61728], [-1.63469, 0.07838, -1.90593], [-0.18207, 0.72134, -3.48311], [1.46380, -1.31769, 1.60613], [-3.30317, 0.74709, 0.83452], [-0.63703, -1.09978, -0.27324], [-0.53831, 0.82462, 0.77172], [-6.50320, -0.88209, 0.16996], [2.50334, -1.66492, 4.37396], [0.23432, 1.55131, -5.59555], [3.02065, -1.19578, 7.21534], [-1.64245, -0.45134, 7.66014], [0.15284, -2.00229, 7.54000], [-5.68852, 0.95964, -1.00167], [1.47984, -1.40987, -0.81334], [-0.16811, 3.56633, -9.44276], [-2.77444, -1.06605, -2.70730]],
  "largest_force_ev_per_a": 0.75,
  "total_charge": -1,
  "orbital_gap_ev": 6.003,
  "total_energy_ha": -1752.11307
}